<1>
{
  "formula": "C4H11NO3",
  "method": "the ωB97M-V functional and the def2-TZVPD basis",
  "e_lumo_ev": 0.492,
  "homo_lumo_gap_ev": 9.2614,
  "smiles": "NCC(=O)O.CCO",
  "species": ["N", "C", "C", "O", "O", "H", "H", "H", "H", "H", "C", "C", "O", "H", "H", "H", "H", "H", "H"],
  "xyz": [[2.19836, 0.58377, -0.56672], [1.37818, -0.41151, -1.26252], [0.33165, -1.01438, -0.32146], [-0.38946, -1.93810, -0.62960], [0.81251, -0.94245, 1.03748], [1.81716, 1.51508, -0.66964], [3.14823, 0.59707, -0.91585], [2.01227, -1.24592, -1.57094], [0.86106, -0.04433, -2.15600], [1.52181, -0.25724, 1.01684], [-1.19636, 0.95626, -0.13432], [-2.08901, -0.17409, 1.10204], [-1.37066, -0.26753, 2.21431], [-1.33397, 0.89815, -1.21564], [-1.90462, 1.73334, 0.17229], [-0.25524, 1.37131, 0.22016], [-2.08169, -1.07299, 0.47560], [-3.06904, 0.27609, 1.27600], [-0.39116, -0.56253, 1.92798]]
}


<2>
{
  "formula": "C4H11NO3",
  "method": "the ωB97M-V functional and the def2-TZVPD basis",
  "e_lumo_ev": 0.743,
  "homo_lumo_gap_ev": 10.8205,
  "smiles": "CNC(=O)CCO.O",
  "species": ["C", "N", "C", "O", "C", "C", "O", "H", "H", "H", "H", "H", "H", "H", "H", "H", "O", "H", "H"],
  "xyz": [[2.10484, 1.19138, -1.46404], [1.65988, 0.08971, -0.63162], [0.65629, 0.24351, 0.26249], [0.14819, 1.33384, 0.46585], [0.22633, -1.00419, 0.98498], [-1.28565, -1.22991, 0.88535], [-1.66154, -2.43810, 1.52877], [3.16748, 1.07250, -1.66695], [1.54688, 1.25709, -2.39827], [1.96236, 2.12703, -0.93207], [1.98394, -0.82276, -0.89266], [0.49187, -0.88419, 2.03950], [0.73393, -1.89861, 0.62650], [-1.57566, -1.33736, -0.15905], [-1.83361, -0.38196, 1.29134], [-1.61983, -2.30686, 2.45537], [-2.37473, 1.33395, -0.91915], [-1.53811, 1.48780, -0.43778], [-2.79285, 2.16712, -1.03856]]
}


<3>
{
  "formula": "C4H11NO3",
  "method": "the ωB97M-V functional and the def2-TZVPD basis",
  "e_lumo_ev": [-0.905, -0.070],
  "homo_lumo_gap_ev": [7.4102, 8.1167],
  "species": ["C", "C", "C", "C", "N", "O", "O", "O", "H", "H", "H", "H", "H", "H", "H", "H", "H", "H", "H"],
  "xyz": [[1.06537, -0.31281, 0.20707], [1.15976, 1.02462, 0.54058], [-1.77109, -0.20474, 0.78228], [1.55418, -0.87279, -1.09322], [-1.06733, 0.05288, -0.45632], [-1.64822, -0.81967, -1.36102], [0.98108, -1.29779, 1.16069], [-0.60861, 2.40504, 0.38607], [-1.11613, -0.70879, -2.16476], [0.81411, -0.89623, 2.02363], [-1.15130, 2.43428, -0.41303], [1.54380, 1.72211, -0.18492], [1.08225, 1.34881, 1.56893], [-2.84531, -0.04803, 0.63717], [-1.61220, -1.24435, 1.09776], [-1.41892, 0.50432, 1.52334], [0.92000, -1.70578, -1.40932], [1.55422, -0.10618, -1.86743], [2.56433, -1.27491, -0.97751]]
}


Stability check: which of them is least stable? <3>.


<1>
{
  "formula": "C5H2O",
  "method": "the ωB97M-V functional and the def2-TZVPD basis",
  "e_lumo_ev": -1.114,
  "homo_lumo_gap_ev": 8.3002,
  "smiles": "C#CC=C=C=O",
  "species": ["C", "C", "C", "C", "C", "O", "H", "H"],
  "xyz": [[-2.13897, 1.19693, -0.61489], [-1.14821, 0.58209, -0.29676], [0.01523, -0.01593, 0.28980], [0.94809, -0.77323, -0.30777], [2.08930, -1.25896, 0.13719], [3.14042, -1.71929, 0.35064], [-3.00862, 1.75138, -0.90421], [0.10275, 0.23702, 1.34600]]
}


<2>
{
  "formula": "C5H2O",
  "method": "the ωB97M-V functional and the def2-TZVPD basis",
  "e_lumo_ev": -0.592,
  "homo_lumo_gap_ev": 10.1273,
  "smiles": "C#CC(=O)C#C",
  "species": ["C", "C", "C", "O", "C", "C", "H", "H"],
  "xyz": [[2.12213, 0.55863, -0.01151], [1.22174, -0.23604, -0.10004], [-0.00064, -1.02518, -0.16917], [-0.04061, -2.22274, -0.36347], [-1.18326, -0.18946, 0.02606], [-2.09907, 0.57599, 0.19450], [2.87745, 1.30772, 0.07995], [-2.90806, 1.26093, 0.34629]]
}


Stability check: which of them is least stable? <2>.


<1>
{
  "formula": "C5H10NO",
  "method": "the ωB97M-V functional and the def2-TZVPD basis",
  "e_lumo_ev": 3.843,
  "charge": -1,
  "homo_lumo_gap_ev": 6.1822,
  "smiles": "C=CC[C@@H](N)C[O-]",
  "species": ["C", "C", "C", "C", "N", "C", "O", "H", "H", "H", "H", "H", "H", "H", "H", "H", "H"],
  "xyz": [[1.34040, -2.18703, -1.12055], [1.08186, -1.45464, -0.04157], [0.87425, 0.03755, -0.05731], [-0.51615, 0.35792, 0.52196], [-0.40665, 1.13971, 1.72098], [-1.46935, 1.11705, -0.50791], [-2.62462, 1.49038, 0.09789], [1.60095, -1.75165, -2.07973], [1.36183, -3.26970, -1.18122], [0.84347, -1.82466, 0.95090], [1.05834, 0.47199, -1.04196], [1.66266, 0.46897, 0.57582], [-1.09133, -0.55347, 0.71931], [0.16224, 1.97581, 1.65644], [-1.35569, 1.47784, 1.90153], [-0.91416, 2.07470, -0.73541], [-1.60804, 0.42924, -1.37916]]
}


<2>
{
  "formula": "C5H10NO",
  "method": "the ωB97M-V functional and the def2-TZVPD basis",
  "e_lumo_ev": 4.226,
  "charge": -1,
  "homo_lumo_gap_ev": 7.1015,
  "species": ["C", "C", "C", "N", "H", "H", "H", "H", "H", "C", "O", "C", "H", "H", "H", "H", "H"],
  "xyz": [[2.40981, 0.35177, 1.22214], [2.56491, 0.55037, -0.10151], [0.24750, -0.41798, 1.44505], [1.48944, -0.54714, 1.77994], [3.05703, 0.86963, 1.92691], [1.80953, 0.12940, -0.75958], [3.47791, 0.97453, -0.49511], [-0.36651, -1.29336, 1.65881], [0.01586, 0.24162, 0.56689], [-2.02318, 0.43012, -0.95072], [-0.72396, 0.10335, -1.09916], [-2.99319, -0.47921, -1.73855], [-2.23346, 1.47737, -1.27830], [-2.37436, 0.39290, 0.12586], [-4.03063, -0.13652, -1.64395], [-2.92914, -1.49396, -1.33203], [-2.64031, -0.52971, -2.77140]]
}


Stability check: which of them is least stable? <2>.


<1>
{
  "formula": "C7H15N2",
  "method": "the ωB97M-V functional and the def2-TZVPD basis",
  "e_lumo_ev": [-2.843, -7.776],
  "s_squared": 2.022,
  "charge": 1,
  "multiplicity": 3,
  "homo_lumo_gap_ev": [7.6418, 4.8280],
  "species": ["C", "C", "C", "C", "C", "C", "C", "N", "N", "H", "H", "H", "H", "H", "H", "H", "H", "H", "H", "H", "H", "H", "H", "H"],
  "xyz": [[-1.09662, 2.55643, -1.35706], [-0.95571, 1.04829, -1.27454], [0.22878, -1.85077, 1.09570], [0.92346, -2.30279, -0.15160], [1.42005, 0.07611, 0.11167], [0.18457, -0.36824, 0.89997], [-1.32601, 0.25770, -0.22571], [-0.07702, 0.36798, 2.00460], [1.77542, -1.20008, -0.51950], [-1.74722, 2.96000, -2.20620], [-1.65389, 2.95261, -0.51477], [-0.66557, 0.60569, -2.23486], [-0.76421, -2.21767, 1.24937], [0.91955, -1.90754, 1.99564], [1.65320, -3.00716, 0.09387], [0.08874, -2.55716, -0.83654], [1.29028, 0.87427, -0.50350], [2.27057, 0.47432, 0.86765], [-1.88990, 0.79253, 0.57253], [-1.59827, -0.78924, -0.65428], [-0.02284, 1.31908, 1.98858], [-0.16757, 3.07206, -1.41513], [-0.84424, 0.03669, 2.54028], [2.05444, -1.19310, -1.52616]]
}


<2>
{
  "formula": "C7H15N2",
  "method": "the ωB97M-V functional and the def2-TZVPD basis",
  "e_lumo_ev": [-2.548, -7.329],
  "s_squared": 2.007,
  "charge": 1,
  "multiplicity": 3,
  "homo_lumo_gap_ev": [7.0231, 8.2074],
  "species": ["C", "C", "C", "C", "C", "C", "C", "N", "N", "H", "H", "H", "H", "H", "H", "H", "H", "H", "H", "H", "H", "H", "H", "H"],
  "xyz": [[-1.62601, -1.15416, 0.41069], [-1.61686, 0.80906, -0.60519], [-0.05172, 0.14366, -0.55995], [0.57873, -0.07273, -1.96809], [0.60294, 1.45804, 1.60040], [0.67408, -1.91729, 0.56645], [0.94782, 1.02498, 0.19782], [-0.34889, -1.07583, 0.14892], [-2.39004, -0.16062, 0.09004], [-2.06666, -1.98747, 0.88283], [-1.51706, 1.92261, -0.47154], [-1.94312, 0.74154, -1.66809], [1.59039, -0.32910, -1.88260], [0.58224, 0.81485, -2.53912], [0.06278, -0.75068, -2.71373], [0.55621, 0.64437, 2.32952], [-0.40627, 1.74240, 1.61331], [1.30577, 2.30086, 1.95948], [1.42468, -1.26936, 0.92783], [0.47823, -2.71846, 1.37553], [1.11882, -2.46908, -0.22815], [1.94548, 0.42253, 0.27345], [1.12991, 1.95031, -0.51798], [-3.38736, -0.01019, 0.15237]]
}


Stability check: which of them is least stable? <1>.


<1>
{
  "formula": "H2NO3S",
  "method": "the ωB97M-V functional and the def2-TZVPD basis",
  "e_lumo_ev": 4.173,
  "charge": -1,
  "homo_lumo_gap_ev": 7.8345,
  "species": ["N", "O", "O", "O", "S", "H", "H"],
  "xyz": [[-0.46292, 0.44101, -0.09680], [-0.75951, 1.68916, 2.20489], [1.00155, 0.03947, 1.92270], [0.12831, -0.98172, -0.21799], [0.34044, 1.23006, 1.33056], [-0.18080, 1.07189, -0.85127], [0.57042, -1.07330, 0.69604]]
}


<2>
{
  "formula": "H2NO3S",
  "method": "the ωB97M-V functional and the def2-TZVPD basis",
  "e_lumo_ev": [4.091, 3.853],
  "charge": -1,
  "homo_lumo_gap_ev": [8.3809, 5.0700],
  "species": ["N", "O", "O", "O", "S", "H", "H"],
  "xyz": [[1.26782, -1.02393, -1.26350], [-1.30701, 2.09914, 0.52533], [-1.44246, -0.20069, 1.51991], [0.78634, -0.28830, -0.14095], [-1.56898, 0.66503, 0.35946], [1.94219, -0.39371, -1.51285], [0.32209, -0.85754, 0.51261]]
}


Stability check: which of them is least stable? <2>.